Here is a 2-piece molecular cluster, C6H10N2O overall in a non-equilibrium geometry from OMol25. Energies are from the ωB97M-V functional and the def2-TZVPD basis.

Values from the calculation:
gap between HOMO and LUMO (alpha / beta)	8.0 / 8.0	eV
net charge	0
HOMO (alpha / beta)	-8.479 / -8.478	eV

Geometry as XYZ:
```
19
Properties=species:S:1:pos:R:3:mulliken_charge:R:1
C -1.762 0.678 -0.500 0.71
C -1.035 1.563 -0.885 -0.90
C -3.782 0.064 0.424 -0.28
C 2.080 -1.994 -0.413 -1.20
C 1.099 1.739 0.732 -0.68
C 0.932 -0.936 -0.332 0.13
N -2.632 -0.221 -0.020 -0.40
N 1.123 1.477 -0.702 -0.04
O 1.306 0.268 -1.142 -0.13
H -4.205 -0.702 1.097 0.22
H -4.338 0.936 0.322 0.31
H 2.935 -1.585 -0.950 0.31
H 2.381 -2.365 0.532 0.34
H 1.658 -2.722 -1.004 0.36
H 0.889 0.863 1.230 0.33
H 2.131 2.112 0.834 0.32
H 0.361 2.638 0.845 0.31
H 0.872 -0.465 0.657 0.07
H -0.014 -1.348 -0.725 0.24
```